No. 1
Entry from the OMol25 dataset: an isolated molecule of C4H7N3 at a distorted geometry (the ωB97M-V functional and the def2-TZVPD basis).

Cartesian coordinates (Å):
N1 -0.692 -1.494 -0.216
N2 -1.907 0.578 0.085
N3 0.438 1.246 -0.191
C1 -0.891 1.266 0.213
C2 0.668 -1.141 0.422
C3 1.406 -0.003 -0.249
C4 -1.733 -0.766 -0.215
H1 1.280 -1.970 0.379
H2 0.848 2.125 -0.121
H3 0.311 -0.689 1.471
H4 2.358 0.294 0.123
H5 -1.129 2.391 0.063
H6 1.691 -0.341 -1.249
H7 -2.649 -1.496 -0.515

Net charge: 0
E_tot, eV: -8729.0109
Lowest unoccupied orbital energy, Eh: 0.0279
Orbital gap, eV: 9.70
Energy above the lowest of the compared OMol25 structures with the same formula, charge and spin, kcal per mole: 61.5
SMILES: C1=NC=NCCN1
HOMO level, eV: -8.94

No. 2
Entry from the OMol25 dataset: C21H31BClN3O2Ti as an isolated structure at a distorted geometry (the ωB97M-V functional and the def2-TZVPD basis).

Cartesian coordinates (Å):
Ti1 0.166 0.042 -0.084
Cl1 2.499 0.425 -1.094
O1 -1.783 2.301 -3.049
O2 2.426 -2.775 1.979
N1 0.998 -1.183 1.361
N2 1.352 1.751 0.792
N3 -0.860 1.461 -1.209
C1 -2.072 -1.915 -2.241
C2 -0.833 -4.550 0.216
C3 0.292 -1.532 -1.836
C4 2.450 -1.755 3.077
C5 -1.774 2.933 0.527
C6 -2.007 -3.028 -1.404
C7 1.259 -0.881 2.782
C8 0.335 -2.658 -0.970
C9 2.059 2.637 0.954
C10 -1.167 1.285 -2.509
C11 -1.128 2.878 -0.852
C12 -0.927 -1.145 -2.454
C13 -0.909 0.078 -3.322
C14 -0.822 -3.416 -0.776
C15 -3.403 -1.459 -2.786
C16 0.124 3.695 -0.915
C17 0.023 -1.301 3.573
C18 1.541 0.571 2.979
C19 -2.021 3.322 -1.964
C20 1.664 -2.307 1.027
C21 1.640 -2.973 -0.294
B1 3.074 3.635 1.108
H1 -2.920 -3.600 -1.214
H2 -1.072 2.638 1.336
H3 4.109 3.235 1.648
H4 -4.171 -2.222 -2.565
H5 3.410 -1.222 2.970
H6 2.414 -2.292 4.028
H7 2.533 4.474 1.888
H8 1.250 -1.057 -2.163
H9 1.511 0.848 4.041
H10 0.702 3.569 -1.846
H11 -1.798 -5.085 0.154
H12 0.815 3.482 -0.138
H13 3.396 4.290 0.082
H14 -3.083 3.244 -1.705
H15 -1.796 4.301 -2.393
H16 1.784 -4.047 -0.110
H17 -2.666 2.274 0.542
H18 -3.377 -1.300 -3.877
H19 -0.430 -2.211 3.130
H20 -0.019 -5.271 0.031
H21 -3.722 -0.513 -2.304
H22 -0.730 -0.490 3.581
H23 -1.677 0.057 -4.108
H24 -0.036 4.743 -0.634
H25 0.331 -1.520 4.612
H26 0.095 0.232 -3.770
H27 -2.101 3.976 0.701
H28 2.524 0.858 2.575
H29 -0.731 -4.170 1.255
H30 2.494 -2.565 -0.874
H31 0.766 1.210 2.515

Net charge: -1
E_tot, eV: -67159.0837
Lowest unoccupied orbital energy (spin up / spin down), Eh: 0.0926 / 0.0954
Orbital gap (spin up / spin down), eV: 4.04 / 4.04
Spin multiplicity: 2
HOMO level (spin up / spin down), eV: -1.53 / -1.44

No. 3
Entry from the OMol25 dataset: C3H7N as an isolated structure at a distorted geometry (the ωB97M-V functional and the def2-TZVPD basis).

Cartesian coordinates (Å):
N1 1.441 -0.286 0.922
C1 0.162 -0.757 -1.103
C2 0.306 -0.139 0.277
C3 -0.801 0.685 0.893
H1 -1.681 0.714 0.263
H2 -0.997 0.361 1.891
H3 -0.167 -1.777 -0.968
H4 -0.486 1.718 0.929
H5 1.184 -0.884 -1.456
H6 1.467 0.580 0.190
H7 -0.428 -0.215 -1.837

Net charge: 0
E_tot, eV: -4711.1762
Lowest unoccupied orbital energy, Eh: 0.0300
Orbital gap, eV: 8.66
Energy above the lowest of the compared OMol25 structures with the same formula, charge and spin, kcal per mole: 68.7
HOMO level, eV: -7.84

No. 4
Entry from the OMol25 dataset: an isolated molecule of C2H2O2 at a distorted geometry (the ωB97M-V functional and the def2-TZVPD basis).

Cartesian coordinates (Å):
O1 -0.098 0.597 -1.258
O2 1.079 -0.160 0.941
C1 -0.142 -0.265 0.808
C2 -0.741 -0.158 -0.550
H1 -0.818 -0.255 1.839
H2 -1.733 -0.708 -0.848

Net charge: 0
E_tot, eV: -6199.3083
Lowest unoccupied orbital energy, Eh: -0.0319
Orbital gap, eV: 9.46
Energy above the lowest of the compared OMol25 structures with the same formula, charge and spin, kcal per mole: 17.2
SMILES: O=CC=O
HOMO level, eV: -10.33

No. 5
Entry from the OMol25 dataset: a 2-piece molecular cluster, CH6N2O2 overall (the ωB97M-V functional and the def2-TZVPD basis).

Cartesian coordinates (Å):
O1 0.152 -0.428 -0.773
O2 -1.351 0.842 0.316
N1 1.685 -0.202 1.540
N2 -1.826 -0.045 -1.736
C1 -1.006 0.207 -0.650
H1 2.604 -0.640 1.619
H2 1.762 0.770 1.815
H3 -2.557 0.646 -1.834
H4 1.098 -0.668 2.221
H5 0.721 -0.318 0.051
H6 -1.282 -0.163 -2.569

Net charge: 0
E_tot, eV: -8210.8754
Lowest unoccupied orbital energy, Eh: 0.0279
Orbital gap, eV: 10.72
Energy above the lowest of the compared OMol25 structures with the same formula, charge and spin, kcal per mole: 0.0
SMILES: NC(=O)O.N
HOMO level, eV: -9.96